{"formula": "C6H9NOSi", "method": "wB97M-V/def2-TZVPD", "species": ["C", "C", "C", "C", "C", "C", "N", "O", "Si", "H", "H", "H", "H", "H", "H", "H", "H", "H"], "positions_angstrom": [[1.35, 1.69, 0.13], [1.98, 0.54, 0.11], [-0.77, 0.50, -0.02], [-0.15, -0.77, -0.01], [-0.17, 1.87, 0.07], [1.35, -0.77, 0.09], [-2.14, 0.44, -0.32], [-2.85, 1.48, -0.45], [-1.27, -2.31, -0.02], [1.84, 2.63, -0.01], [3.04, 0.57, -0.01], [-0.63, 2.42, 0.90], [-0.47, 2.44, -0.73], [1.70, -1.42, -0.71], [1.60, -1.44, 0.84], [-2.55, -1.62, -0.07], [-0.78, -2.90, 1.24], [-1.08, -3.36, -1.04]], "nbo_charge": [-0.147, -0.193, 0.044, -0.207, -0.500, -0.517, 0.064, -0.335, 0.828, 0.203, 0.212, 0.237, 0.235, 0.239, 0.241, -0.087, -0.165, -0.151], "total_charge": 0, "lumo_ha": -0.0253, "e_above_lowest_kcal_mol": 83.48, "e_homo_ev": -8.49}

---

{"formula": "C6H9NS", "method": "wB97M-V/def2-TZVPD", "species": ["C", "C", "C", "C", "C", "C", "H", "H", "H", "H", "H", "H", "H", "H", "H", "N", "S"], "positions_angstrom": [[-2.29, -0.18, 0.61], [-0.76, -0.16, 0.61], [-0.13, 0.72, -0.52], [1.26, 1.20, -0.21], [2.05, -0.08, -0.04], [-0.09, -0.81, -0.60], [-2.73, 0.63, 1.22], [-2.70, -0.09, -0.38], [-2.63, -1.15, 0.96], [-0.22, -0.23, 1.54], [-0.84, 1.41, -1.02], [1.48, 1.78, 0.66], [1.67, 1.74, -1.12], [1.68, -2.07, -0.44], [-0.64, -1.41, -1.30], [1.28, -1.14, -0.37], [3.63, -0.17, 0.41]], "nbo_charge": [-0.611, -0.228, -0.237, -0.490, 0.138, -0.060, 0.217, 0.208, 0.212, 0.223, 0.237, 0.250, 0.242, 0.427, 0.225, -0.578, -0.175], "total_charge": 0, "lumo_ha": 0.0304, "e_above_lowest_kcal_mol": 16.76, "e_homo_ev": -8.14}

---

{"formula": "C6H9NS", "method": "wB97M-V/def2-TZVPD", "species": ["C", "C", "C", "C", "C", "C", "N", "S", "H", "H", "H", "H", "H", "H", "H", "H", "H"], "positions_angstrom": [[-0.88, -0.54, 1.81], [-2.05, -0.06, 2.30], [-0.26, 0.15, 0.72], [-1.02, 1.44, 0.49], [0.62, -1.13, -1.20], [0.96, -0.36, 0.05], [-0.89, 2.34, -0.51], [-2.51, 1.37, 1.41], [-0.58, -1.49, 2.08], [-2.65, -0.35, 3.14], [0.08, -1.98, -0.98], [1.58, -1.42, -1.74], [0.14, -0.40, -1.98], [1.82, 0.24, -0.36], [1.40, -1.24, 0.71], [-0.05, 2.96, -0.61], [-1.82, 2.83, -0.69]], "nbo_charge": [-0.236, -0.434, -0.117, 0.008, -0.577, -0.434, -0.842, 0.370, 0.211, 0.238, 0.199, 0.196, 0.201, 0.226, 0.202, 0.401, 0.388], "total_charge": 0, "lumo_ha": 0.0268, "e_above_lowest_kcal_mol": 38.40, "e_homo_ev": -7.42}

---

{"formula": "C6H9NS", "method": "wB97M-V/def2-TZVPD", "species": ["C", "C", "C", "C", "C", "C", "H", "H", "H", "H", "H", "H", "H", "H", "H", "N", "S"], "positions_angstrom": [[-0.21, -1.28, 0.97], [-1.26, -0.95, -0.06], [-0.20, 0.92, -1.35], [1.16, 0.95, -0.71], [1.52, 0.52, 0.50], [0.56, -0.05, 1.55], [-1.00, -1.55, -0.96], [-2.25, -1.34, 0.30], [-2.12, 0.74, -0.83], [-0.36, 1.96, -1.66], [-0.10, 0.37, -2.30], [1.95, 1.22, -1.41], [2.57, 0.57, 0.75], [-0.16, 0.66, 1.91], [1.15, -0.42, 2.38], [-1.26, 0.49, -0.49], [0.03, -2.82, 1.40]], "nbo_charge": [-0.022, -0.334, -0.263, -0.175, -0.189, -0.522, 0.207, 0.245, 0.369, 0.215, 0.173, 0.202, 0.214, 0.244, 0.230, -0.630, 0.035], "total_charge": 0, "lumo_ha": 0.0034, "e_above_lowest_kcal_mol": 33.51, "e_homo_ev": -8.47}

---

{"formula": "C6H9NSi", "method": "wB97M-V/def2-TZVPD", "species": ["C", "C", "C", "C", "C", "C", "N", "Si", "H", "H", "H", "H", "H", "H", "H", "H", "H"], "positions_angstrom": [[-2.57, 0.11, 0.26], [-1.83, 1.29, 0.15], [-1.95, -1.17, 0.11], [-0.46, 1.24, -0.22], [-0.61, -1.21, -0.42], [0.04, 0.00, -0.49], [1.91, -0.06, -1.01], [2.84, 0.01, 0.47], [-3.66, 0.28, 0.52], [-2.43, 2.26, 0.33], [-2.62, -1.96, 0.18], [0.26, 1.99, -0.35], [-0.11, -2.22, -0.67], [1.98, -0.93, -1.53], [2.76, 1.48, 0.54], [2.17, -0.52, 1.68], [4.29, -0.59, 0.44]], "nbo_charge": [-0.226, -0.190, -0.189, -0.295, -0.289, 0.254, -1.088, 1.066, 0.224, 0.226, 0.217, 0.249, 0.241, 0.367, -0.198, -0.202, -0.166], "total_charge": 0, "lumo_ha": 0.0304, "e_above_lowest_kcal_mol": 20.92, "e_homo_ev": -9.34}

---

{"formula": "C6H9O2", "method": "wB97M-V/def2-TZVPD", "species": ["O", "C", "O", "C", "C", "C", "C", "C", "H", "H", "H", "H", "H", "H", "H", "H", "H"], "positions_angstrom": [[2.64, 0.50, -2.18], [1.97, -0.54, -1.96], [1.88, -1.58, -2.64], [1.15, -0.53, -0.63], [-0.35, -0.57, -0.89], [-1.21, 0.30, 0.05], [-0.98, 1.27, 2.37], [-0.78, 0.29, 1.49], [1.51, -1.40, -0.07], [1.50, 0.32, -0.05], [-0.56, -0.35, -1.94], [-0.73, -1.58, -0.80], [-2.22, -0.10, 0.14], [-1.29, 1.29, -0.40], [-1.19, 2.32, 2.19], [-0.90, 1.03, 3.43], [-0.44, -0.67, 1.87]], "nbo_charge": [-0.788, 0.769, -0.799, -0.535, -0.391, -0.441, -0.441, -0.131, 0.193, 0.201, 0.216, 0.188, 0.202, 0.203, 0.186, 0.177, 0.191], "total_charge": -1, "lumo_ha": 0.1317, "e_above_lowest_kcal_mol": 12.17, "e_homo_ev": -3.83}

---

{"formula": "C6H9O3Sc", "method": "wB97M-V/def2-TZVPD", "species": ["O", "Sc", "C", "O", "C", "C", "H", "H", "H", "C", "O", "C", "H", "H", "H", "C", "H", "H", "H"], "positions_angstrom": [[-1.63, -0.03, -1.50], [0.20, -1.31, 2.10], [-0.25, -0.85, -0.04], [0.86, 1.13, 0.69], [-1.07, 0.89, -0.79], [-1.86, 2.08, -0.36], [-2.21, 2.61, -1.25], [-1.29, 2.82, 0.21], [-2.76, 1.76, 0.17], [0.36, 0.67, -0.43], [0.88, -0.76, -1.26], [1.57, -1.77, -1.98], [1.49, -1.49, -3.04], [2.56, -1.79, -1.52], [1.08, -2.74, -1.87], [1.95, 2.08, 0.69], [2.21, 2.41, -0.32], [1.55, 2.92, 1.26], [2.80, 1.58, 1.16]], "nbo_charge": [-0.302, 1.912, 0.067, -0.488, 0.500, -0.728, 0.361, 0.271, 0.315, 0.521, -0.428, -0.242, 0.283, 0.236, 0.255, -0.283, 0.251, 0.258, 0.239], "total_charge": 3, "lumo_ha": [-0.5601, -0.5576], "spin_multiplicity": 2, "e_homo_ev": [-22.73, -23.19], "s_squared": 0.75}

---

{"formula": "C6H9OPS", "method": "wB97M-V/def2-TZVPD", "species": ["C", "C", "C", "C", "C", "C", "O", "P", "S", "H", "H", "H", "H", "H", "H", "H", "H", "H"], "positions_angstrom": [[-2.82, 0.13, 0.89], [-4.12, 0.65, 0.71], [-3.59, -1.05, -1.06], [-2.63, -0.73, -0.17], [1.59, 0.33, 0.90], [1.60, -1.15, -1.74], [1.42, -2.42, 0.77], [0.93, -1.22, 0.05], [-4.97, -0.08, -0.60], [-2.06, 0.58, 1.57], [-4.62, 1.49, 1.38], [-3.59, -1.75, -1.80], [2.66, 0.30, 1.25], [1.38, 1.09, 0.26], [1.13, 0.24, 1.85], [2.77, -1.23, -1.66], [1.27, -2.04, -2.15], [1.41, -0.22, -2.29]], "nbo_charge": [-0.382, -0.413, -0.533, 0.116, -0.965, -0.967, -0.990, 1.527, 0.442, 0.245, 0.255, 0.242, 0.248, 0.221, 0.240, 0.240, 0.235, 0.239], "total_charge": 0, "lumo_ha": [-0.0399, -0.0217], "e_above_lowest_kcal_mol": 82.97, "e_homo_ev": [-9.10, -8.40]}

---

{"formula": "C6H9OS", "method": "wB97M-V/def2-TZVPD", "species": ["C", "C", "C", "C", "C", "C", "O", "S", "H", "H", "H", "H", "H", "H", "H", "H", "H"], "positions_angstrom": [[-0.78, 0.39, -2.17], [-0.06, -0.02, -1.08], [0.72, -1.43, -1.09], [-0.88, -0.57, 1.21], [1.01, 1.06, 1.14], [-0.21, 0.50, 0.43], [0.14, -2.40, -1.57], [2.19, -1.30, -0.38], [-1.49, 1.28, -1.99], [-0.63, -0.05, -3.18], [-0.26, -1.41, 1.31], [-1.06, -0.11, 2.21], [-1.87, -0.72, 0.79], [1.79, 0.29, 1.33], [0.71, 1.39, 2.17], [1.53, 1.78, 0.43], [-0.87, 1.33, 0.44]], "nbo_charge": [-0.471, -0.019, 0.268, -0.596, -0.625, -0.255, -0.670, -0.438, 0.169, 0.211, 0.226, 0.178, 0.205, 0.245, 0.180, 0.214, 0.179], "total_charge": -1, "lumo_ha": 0.1409, "e_above_lowest_kcal_mol": 0.00, "e_homo_ev": -3.22}

---

{"formula": "C6H9P", "method": "wB97M-V/def2-TZVPD", "species": ["C", "C", "C", "C", "C", "C", "P", "H", "H", "H", "H", "H", "H", "H", "H", "H"], "positions_angstrom": [[-2.84, -0.40, 0.71], [3.07, 0.58, 0.35], [-1.91, -1.01, -0.08], [2.12, -0.10, -0.15], [-0.67, -0.40, -0.61], [0.27, 0.34, 0.35], [-0.64, 1.51, -0.67], [-3.67, -1.06, 1.08], [-2.78, 0.64, 0.91], [4.05, 0.16, 0.00], [3.01, 1.25, 1.12], [-2.23, -2.00, -0.37], [2.01, -0.92, -0.82], [-0.28, -0.82, -1.42], [0.24, 0.45, 1.33], [0.24, 1.80, -1.74]], "nbo_charge": [-0.411, -0.445, -0.192, -0.095, -0.451, -0.461, 0.429, 0.205, 0.197, 0.208, 0.213, 0.208, 0.197, 0.222, 0.210, -0.034], "total_charge": 0, "lumo_ha": 0.0398, "e_above_lowest_kcal_mol": 94.89, "e_homo_ev": -8.63}

---

no.,energy (eV)
1,-17778.443
2,-18692.484
3,-18691.545
4,-18691.757
5,-15732.988
6,-10463.490
7,-33166.651
8,-28535.125
9,-19250.653
10,-15651.632